ORCA calculation (the ωB97M-V functional and the def2-TZVPD basis) on a 17-piece molecular cluster, C68H187N17O17 overall.

Structure (XYZ):
```
289
Properties=species:S:1:pos:R:3:mulliken_charge:R:1
C -20.666 -7.028 7.773 -1.3491
C -20.482 -5.656 8.413 0.3104
C -19.081 -5.071 7.926 0.2032
O -18.974 -3.718 8.378 -0.4310
C -18.194 -2.754 7.608 -0.0452
N -21.547 -4.753 7.921 -0.6958
H -20.773 -7.050 6.688 0.1603
H -21.452 -7.604 8.261 0.3720
H -19.794 -7.658 7.947 0.3931
H -20.684 -5.738 9.481 0.4592
H -19.046 -5.067 6.836 -0.2601
H -18.183 -5.653 8.135 0.1843
H -17.170 -2.823 7.973 -0.1747
H -18.505 -1.716 7.723 0.4041
H -18.022 -2.878 6.539 -0.0865
H -21.272 -4.256 7.086 0.2175
H -21.580 -3.954 8.537 0.3356
C -15.465 -10.189 7.033 -1.3301
C -14.582 -9.317 7.986 0.0989
C -13.727 -8.198 7.311 1.4899
O -12.745 -8.783 6.452 -0.2836
C -11.846 -9.762 7.036 0.3181
N -15.432 -8.736 9.006 -0.6592
H -15.937 -9.522 6.311 0.0679
H -16.195 -10.772 7.595 0.3799
H -14.838 -10.789 6.373 0.3233
H -13.744 -9.796 8.492 0.6281
H -13.231 -7.658 8.117 -1.1356
H -14.392 -7.537 6.757 0.1152
H -11.653 -9.477 8.071 -0.2919
H -10.918 -9.893 6.480 -0.5143
H -12.259 -10.769 6.990 0.4103
H -15.641 -7.759 8.855 0.1196
H -14.912 -8.802 9.870 0.3684
C -5.390 -13.088 10.211 -1.4386
C -5.537 -12.831 8.646 0.1230
C -6.872 -12.473 8.175 -0.0098
O -7.324 -11.171 8.578 -0.4158
C -8.390 -10.876 7.760 -0.5268
N -4.484 -11.966 8.307 -0.7148
H -4.373 -13.143 10.599 0.4030
H -5.775 -14.019 10.626 0.3685
H -5.810 -12.208 10.700 0.2640
H -5.246 -13.770 8.176 0.3899
H -7.508 -13.303 8.484 0.2909
H -6.830 -12.454 7.086 -0.1121
H -8.750 -9.850 7.824 0.2022
H -9.297 -11.391 8.075 0.2515
H -8.218 -10.860 6.683 0.3225
H -4.701 -11.050 8.670 0.2771
H -4.373 -11.831 7.312 0.2555
C -16.726 5.494 4.271 -1.4672
C -15.262 5.657 4.610 0.4167
C -14.637 4.232 4.655 -0.9880
O -15.098 3.516 5.778 -0.3373
C -14.766 2.151 5.813 -0.7487
N -14.586 6.579 3.665 -0.7972
H -16.940 4.765 3.490 0.3137
H -17.235 6.427 4.030 0.5187
H -17.276 5.407 5.208 0.3795
H -15.168 6.131 5.587 0.4397
H -13.565 4.393 4.768 0.3212
H -14.738 3.656 3.735 0.3589
H -14.989 1.748 4.825 0.3324
H -15.383 1.727 6.605 0.3056
H -13.758 2.092 6.221 0.3396
H -15.122 6.433 2.821 0.2948
H -14.786 7.529 3.941 0.2907
C -19.226 -7.305 0.300 -1.4544
C -17.651 -7.291 0.459 0.7986
C -17.095 -7.494 1.875 -0.4027
O -17.550 -6.487 2.829 -0.5349
C -17.342 -6.940 4.155 -0.1129
N -17.236 -8.304 -0.442 -0.7311
H -19.636 -7.183 -0.702 0.4393
H -19.605 -6.516 0.950 0.1491
H -19.648 -8.271 0.576 0.3415
H -17.414 -6.273 0.148 -0.0115
H -16.023 -7.333 1.765 -0.2068
H -17.131 -8.521 2.237 0.6599
H -16.418 -7.493 4.327 0.0564
H -18.154 -7.393 4.723 0.3602
H -17.060 -6.084 4.768 -0.3564
H -17.460 -9.237 -0.124 0.2630
H -17.589 -8.109 -1.368 0.2988
C -10.390 -9.192 11.706 -1.7215
C -10.954 -7.887 11.236 0.5619
C -10.086 -6.999 10.341 -0.5718
O -10.627 -5.695 10.163 0.7845
C -9.740 -4.759 9.571 -0.7226
N -12.109 -8.255 10.527 -0.1130
H -10.102 -9.815 10.860 0.2191
H -11.075 -9.819 12.278 0.4029
H -9.515 -8.925 12.299 0.4762
H -11.158 -7.443 12.210 0.0350
H -9.917 -7.431 9.354 0.0390
H -9.128 -6.798 10.821 0.6270
H -10.316 -3.956 9.112 -0.1038
H -9.002 -5.280 8.961 0.3278
H -9.200 -4.361 10.430 0.3110
H -11.681 -8.832 9.817 -0.1390
H -12.473 -7.384 10.167 -0.4062
C -13.659 -5.180 10.262 -0.8808
C -15.120 -4.843 10.172 0.0231
C -15.328 -3.363 10.314 -0.4705
O -14.990 -2.857 11.603 -0.4680
C -15.034 -1.402 11.591 -0.6705
N -15.594 -5.121 8.804 1.1728
H -13.254 -5.033 11.264 0.5516
H -13.059 -4.697 9.491 -0.0934
H -13.529 -6.254 10.128 -0.0054
H -15.730 -5.413 10.873 0.7062
H -16.346 -3.006 10.160 0.6018
H -14.711 -2.796 9.618 0.0049
H -14.084 -1.017 11.220 0.1000
H -15.236 -1.067 12.608 0.2957
H -15.803 -0.923 10.985 0.3754
H -16.568 -4.875 8.704 -0.4111
H -15.031 -4.555 8.185 -1.2837
C -11.642 -2.875 1.897 -1.2652
C -10.168 -2.397 2.000 0.2258
C -9.979 -0.854 2.179 -0.8508
O -8.639 -0.556 2.457 -0.2327
C -8.089 0.567 1.741 -0.9382
N -9.544 -3.129 3.083 0.2564
H -12.248 -2.657 2.777 0.0637
H -11.693 -3.925 1.608 0.4758
H -12.024 -2.396 0.995 0.6120
H -9.671 -2.671 1.070 0.3272
H -10.621 -0.670 3.040 0.1119
H -10.422 -0.243 1.393 0.4919
H -7.026 0.713 1.929 0.2817
H -8.450 1.540 2.073 0.3536
H -8.287 0.569 0.669 0.3616
H -9.539 -4.133 2.979 -0.1886
H -8.588 -2.819 2.983 0.0561
C -15.111 -3.961 1.841 -1.1736
C -16.148 -3.061 2.463 1.2075
C -17.121 -2.404 1.468 -1.1472
O -18.161 -1.603 2.031 -0.3931
C -17.653 -0.383 2.716 -0.5924
N -16.884 -3.802 3.476 0.7635
H -15.616 -4.723 1.247 0.0573
H -14.603 -4.611 2.553 -0.0360
H -14.310 -3.383 1.379 0.4138
H -15.568 -2.321 3.015 0.0114
H -17.621 -3.163 0.867 0.1947
H -16.732 -1.662 0.770 0.4657
H -16.865 0.150 2.185 0.3554
H -17.307 -0.645 3.716 0.1007
H -18.421 0.381 2.842 0.3349
H -17.237 -4.698 3.173 -0.3613
H -17.692 -3.198 3.539 0.0434
C -11.306 -3.676 12.817 -0.8037
C -11.115 -2.527 13.838 1.2513
C -12.240 -2.270 14.787 -0.9680
O -12.109 -3.096 15.964 -0.4594
C -13.256 -3.249 16.762 -0.7553
N -9.951 -2.720 14.663 -0.9211
H -10.351 -3.720 12.293 0.1727
H -12.141 -3.542 12.129 -0.4014
H -11.399 -4.651 13.296 0.6757
H -11.236 -1.658 13.192 -0.0898
H -13.216 -2.424 14.326 0.3027
H -12.318 -1.210 15.031 0.5064
H -13.205 -4.190 17.310 0.2708
H -14.154 -3.399 16.164 0.2761
H -13.370 -2.337 17.349 0.2988
H -9.602 -3.629 14.393 0.3437
H -10.385 -2.776 15.573 0.3431
C -23.849 -6.577 1.675 -1.3982
C -23.536 -6.632 3.206 0.5457
C -22.631 -5.598 3.896 -0.6527
O -21.472 -5.319 3.107 -0.2395
C -20.478 -4.458 3.675 0.2695
N -24.816 -6.603 3.899 -0.6995
H -22.971 -6.364 1.066 0.2605
H -24.638 -5.866 1.432 0.3353
H -24.288 -7.494 1.282 0.4002
H -23.084 -7.606 3.393 0.1385
H -22.470 -5.777 4.959 0.3787
H -23.199 -4.668 3.933 0.3066
H -20.426 -4.741 4.726 -0.1541
H -20.714 -3.396 3.600 0.3639
H -19.499 -4.638 3.231 -0.3490
H -25.249 -5.690 3.908 0.2417
H -25.482 -7.256 3.512 0.2474
C -11.235 -0.976 10.598 -1.1536
C -10.966 -0.098 9.369 0.6384
C -10.712 -0.906 8.102 -0.7644
O -10.189 -0.128 6.994 -0.5791
C -9.903 -0.829 5.780 0.1610
N -12.047 0.741 9.260 -0.5852
H -10.375 -1.594 10.857 0.4352
H -12.053 -1.685 10.466 -0.3821
H -11.432 -0.172 11.307 0.4782
H -10.117 0.509 9.684 0.4664
H -11.642 -1.349 7.745 0.3398
H -10.051 -1.701 8.448 0.3658
H -9.197 -1.582 6.130 0.2122
H -9.342 -0.267 5.034 0.2051
H -10.772 -1.325 5.346 -0.2597
H -11.863 1.721 9.420 0.2438
H -12.271 0.718 8.275 0.1408
C -14.074 -2.169 5.974 -1.3966
C -13.782 -3.634 5.586 1.0086
C -12.609 -4.199 6.452 0.1083
O -12.235 -5.483 5.878 0.5429
C -11.091 -5.994 6.579 0.4531
N -15.009 -4.456 5.778 1.2241
H -13.169 -1.572 5.864 0.1466
H -14.463 -2.155 6.992 -0.1731
H -14.799 -1.818 5.239 0.0855
H -13.484 -3.771 4.547 0.1718
H -13.027 -4.232 7.458 -1.0901
H -11.745 -3.535 6.449 0.8826
H -10.939 -6.857 5.931 -0.1196
H -11.143 -6.463 7.561 -0.8147
H -10.172 -5.437 6.395 0.1029
H -14.864 -5.425 5.532 -0.2385
H -15.703 -4.127 5.122 -0.8945
C -19.668 4.207 2.067 -1.1339
C -20.796 3.980 3.051 0.5959
C -20.297 3.596 4.461 -1.0106
O -19.649 2.363 4.467 -0.1135
C -19.080 2.205 5.747 -0.6041
N -21.547 5.215 3.268 -0.6944
H -19.958 4.237 1.017 0.3919
H -18.980 3.384 2.257 0.1363
H -19.176 5.164 2.241 0.2806
H -21.384 3.115 2.746 0.2253
H -21.166 3.624 5.118 0.3877
H -19.668 4.397 4.851 0.4550
H -19.815 2.196 6.552 0.3470
H -18.246 2.878 5.946 0.2237
H -18.604 1.224 5.759 0.1086
H -22.096 5.426 2.446 0.2443
H -22.182 5.200 4.053 0.2042
C -6.575 -4.791 6.894 -1.9199
C -6.957 -4.717 5.316 1.2250
C -5.645 -4.226 4.556 -0.9668
O -6.015 -4.239 3.201 -0.2932
C -5.042 -3.734 2.277 -0.7650
N -7.283 -6.098 4.998 -0.3455
H -7.384 -5.211 7.493 0.3690
H -6.434 -3.746 7.166 0.4495
H -5.686 -5.410 7.012 0.4495
H -7.781 -4.014 5.202 -0.3270
H -4.766 -4.812 4.826 0.3766
H -5.530 -3.207 4.923 0.4426
H -5.584 -2.839 1.974 0.1923
H -4.838 -4.395 1.435 0.2483
H -4.056 -3.541 2.700 0.3489
H -7.215 -6.118 3.991 0.2101
H -6.661 -6.828 5.316 0.2648
C -13.229 -8.774 2.410 -1.9306
C -12.514 -7.726 3.175 2.1497
C -11.934 -6.593 2.319 -0.8976
O -11.010 -6.967 1.330 -0.4718
C -9.691 -7.433 1.688 -0.6016
N -13.518 -7.172 4.116 2.1759
H -13.865 -9.339 3.092 0.4096
H -12.532 -9.417 1.873 0.4042
H -13.897 -8.347 1.663 0.2635
H -11.657 -8.053 3.764 -0.3235
H -11.423 -5.851 2.932 0.5021
H -12.759 -6.000 1.923 -0.1351
H -8.968 -7.327 0.880 0.4053
H -9.611 -8.505 1.864 0.1818
H -9.215 -6.958 2.546 0.1248
H -13.076 -6.367 4.536 -1.1694
H -13.613 -7.844 4.864 -0.6362
C -6.432 -15.014 4.026 -1.7342
C -7.554 -14.068 4.479 0.9014
C -7.666 -12.659 3.714 -0.8253
O -8.522 -11.705 4.429 -0.2210
C -8.462 -10.373 3.964 -0.5683
N -8.784 -14.707 4.379 -0.7189
H -6.679 -15.279 2.998 0.4285
H -6.413 -15.946 4.591 0.3921
H -5.434 -14.576 4.053 0.3707
H -7.292 -13.912 5.526 -0.0532
H -8.022 -12.734 2.686 0.4448
H -6.659 -12.259 3.828 0.3157
H -8.682 -10.521 2.907 0.4360
H -7.518 -9.904 4.241 0.2706
H -9.150 -9.762 4.548 0.0077
H -9.312 -14.075 4.964 0.2908
H -8.684 -15.593 4.855 0.3054
```

ΔE to the lowest compared entry with this formula, charge and spin: 9.850 eV
E_tot: -133670.50495 eV


ORCA calculation (the ωB97M-V functional and the def2-TZVPD basis) on a 9-piece molecular cluster, C68H73BrClF3N8O6S2 overall.

Structure (XYZ):
```
162
Properties=species:S:1:pos:R:3:mulliken_charge:R:1
C 5.200 1.698 3.713 -0.5663
C 5.214 2.466 2.301 -0.4492
S 4.392 1.529 0.916 -0.1389
C 3.203 2.731 0.158 -0.7361
C 1.744 2.754 0.803 1.0386
C 0.783 3.684 0.276 0.2088
C 1.156 4.656 -0.949 -1.2375
C 1.108 3.907 -2.376 -0.4031
C -0.197 2.951 -2.540 -0.0375
C 0.068 2.096 -3.900 -0.8064
S -1.160 0.688 -4.070 1.0842
O -0.733 -0.113 -5.291 -0.6159
O -1.095 -0.185 -2.850 -0.4361
Cl -3.071 1.450 -4.429 -0.2152
C -0.711 3.811 0.881 -0.1213
O -1.288 4.919 0.989 -0.6383
C -1.342 2.407 1.363 0.5433
C -2.850 2.065 1.283 0.2616
C -3.925 3.086 0.701 -0.7957
C -5.138 3.436 1.693 -0.5893
C -4.780 3.388 3.246 0.4391
F -3.518 3.651 3.824 -0.2959
C -5.834 3.095 4.162 0.2542
F -7.201 3.140 3.805 -0.1472
F -5.557 2.773 5.528 -0.2679
C -3.339 0.671 1.787 1.1764
C -4.851 0.169 1.820 -0.7899
C -5.496 -0.156 0.383 0.3614
C -6.394 -1.509 0.444 -0.9948
Br -4.158 -0.365 -1.076 -0.1543
C -2.260 -0.344 2.313 -1.1862
C -0.739 -0.023 2.398 0.0651
C 0.221 -1.164 2.951 -0.1140
C 0.193 -2.379 1.863 -0.6166
O -0.935 -3.280 2.055 -0.2547
C -0.851 -4.210 0.955 0.6042
C -1.796 -4.045 -0.334 -0.4091
O -0.064 -5.194 0.946 -0.5552
C -0.292 1.379 1.937 0.4203
C 1.254 1.837 2.027 -0.3774
O 1.958 1.514 3.012 -0.4450
H 5.108 0.574 3.485 0.2247
H 4.332 2.024 4.397 -0.0459
H 6.159 1.902 4.317 0.3037
H 4.681 3.470 2.413 0.2800
H 6.313 2.710 2.061 0.3918
H 3.209 2.548 -0.969 0.0520
H 3.651 3.786 0.318 0.3672
H 2.190 5.150 -0.807 0.3136
H 0.324 5.456 -0.988 0.3612
H 2.017 3.228 -2.566 0.3284
H 1.093 4.651 -3.275 0.0755
H -0.284 2.176 -1.695 0.1447
H -1.145 3.584 -2.605 0.3206
H 0.065 2.790 -4.805 0.2942
H 1.109 1.632 -3.817 0.4268
H -4.397 2.566 -0.221 0.2495
H -3.499 4.070 0.319 0.3237
H -6.007 2.696 1.512 0.0869
H -5.601 4.479 1.498 0.5291
H -4.874 -0.822 2.417 0.5124
H -5.495 0.897 2.448 -0.2873
H -6.239 0.696 0.151 0.3244
H -5.980 -2.274 -0.301 0.1934
H -6.377 -2.017 1.471 0.3074
H -7.509 -1.308 0.218 0.1654
H -2.616 -1.361 2.678 0.1766
H 1.316 -0.873 3.052 0.3830
H -0.207 -1.586 3.922 -0.0594
H 0.110 -1.956 0.799 0.3066
H 1.211 -2.922 1.947 0.3527
H -2.644 -3.276 -0.166 0.0616
H -2.324 -5.022 -0.629 0.3258
H -1.144 -3.659 -1.192 0.1075
C 2.006 -3.143 7.904 -0.1312
C 2.515 -2.030 7.251 -0.7413
C 1.671 -1.319 6.413 -0.2100
N 0.387 -1.647 6.192 -0.3067
C -0.079 -2.729 6.835 -0.2280
C 0.682 -3.503 7.695 -0.5146
H 2.635 -3.725 8.569 0.3693
H 3.543 -1.721 7.389 0.3891
H 2.022 -0.440 5.882 0.6390
H -1.118 -2.972 6.636 0.3665
H 0.252 -4.366 8.189 0.3677
C -0.904 6.438 -7.538 -0.1085
C -1.556 6.982 -6.441 -0.4772
C -0.926 6.922 -5.208 -0.1981
N 0.279 6.364 -5.011 -0.3933
C 0.887 5.844 -6.090 -0.1557
C 0.343 5.857 -7.364 -0.5239
H -1.364 6.466 -8.520 0.3759
H -2.531 7.443 -6.541 0.3657
H -1.395 7.337 -4.321 0.3684
H 1.859 5.397 -5.902 0.3980
H 0.880 5.423 -8.198 0.3640
C 1.728 -3.400 -5.719 -0.5994
C 1.539 -4.776 -5.710 -0.2636
C 0.364 -5.272 -5.169 -0.3915
N -0.604 -4.500 -4.649 -0.5445
C -0.395 -3.173 -4.670 -0.1981
C 0.743 -2.578 -5.191 -0.1486
H 2.634 -2.973 -6.135 0.4723
H 2.288 -5.447 -6.113 0.3880
H 0.169 -6.339 -5.141 0.3510
H -1.192 -2.573 -4.242 0.4877
H 0.857 -1.504 -5.182 0.4626
C 3.828 3.793 8.946 -0.1182
C 5.161 3.435 8.800 -0.4823
C 5.503 2.594 7.754 -0.2671
N 4.618 2.099 6.872 -0.2191
C 3.335 2.460 7.038 0.0691
C 2.893 3.298 8.049 -0.8832
H 3.521 4.450 9.752 0.3703
H 5.917 3.802 9.483 0.3649
H 6.532 2.288 7.596 0.3703
H 2.641 2.044 6.313 0.4469
H 1.845 3.557 8.132 0.3691
C -8.490 -5.899 -2.275 -0.1223
C -7.310 -6.108 -1.577 -0.5297
C -6.990 -5.232 -0.553 -0.1299
N -7.755 -4.187 -0.197 -0.3409
C -8.890 -4.006 -0.890 -0.1338
C -9.300 -4.827 -1.927 -0.5304
H -8.776 -6.564 -3.083 0.3607
H -6.654 -6.934 -1.822 0.3496
H -6.080 -5.356 0.025 0.4041
H -9.488 -3.153 -0.583 0.3493
H -10.229 -4.634 -2.451 0.3528
C 6.246 -3.968 -6.045 -0.3930
C 7.534 -3.453 -6.083 -0.2571
C 7.964 -2.683 -5.015 -0.2183
N 7.205 -2.400 -3.943 -0.5206
C 5.962 -2.909 -3.932 -0.4825
C 5.441 -3.693 -4.948 -0.1838
H 5.873 -4.577 -6.861 0.3689
H 8.190 -3.647 -6.923 0.3941
H 8.964 -2.261 -4.998 0.3882
H 5.371 -2.663 -3.056 0.4185
H 4.431 -4.079 -4.885 0.4655
C -9.434 0.038 5.984 -0.4977
C -8.921 1.148 5.330 -0.0795
C -9.764 1.866 4.497 -0.2819
N -11.051 1.547 4.282 -0.5320
C -11.522 0.467 4.926 -0.2799
C -10.761 -0.313 5.781 -0.2779
H -8.806 -0.549 6.646 0.3907
H -7.890 1.450 5.465 0.2641
H -9.412 2.743 3.966 0.5485
H -12.563 0.231 4.732 0.3544
H -11.195 -1.174 6.276 0.3615
C 13.899 -2.645 -6.939 -0.1253
C 12.948 -1.636 -6.995 -0.6530
C 11.657 -1.929 -6.586 0.0295
N 11.269 -3.135 -6.140 -0.2795
C 12.209 -4.093 -6.097 -0.2308
C 13.526 -3.900 -6.480 -0.5003
H 14.920 -2.454 -7.249 0.3623
H 13.203 -0.645 -7.349 0.3448
H 10.879 -1.172 -6.609 0.3403
H 11.868 -5.058 -5.735 0.3703
H 14.242 -4.710 -6.422 0.3509
```

SMILES string: CCSCC1=C(CCCCS(=O)(=O)Cl)C(=O)c2c(CCC(F)=C(F)F)c(C[C@H](C)Br)cc(CCOC(C)=O)c2C1=O.c1ccncc1.c1ccncc1.c1ccncc1.c1ccncc1.c1ccncc1.c1ccncc1.c1ccncc1.c1ccncc1
E_tot: -208280.37073 eV


What are the LUMO energy values for these records? In order: 0.0122 -0.0343 Ha.
What are the Kohn-Sham gap values for these records? In order: 8.9 7.4 eV.
What are the highest occupied orbital energy values for these records? In order: -8.6100 -8.3478 eV.